The following is a DFT calculation (ωB97M-V/def2-TZVPD) of a 12-piece molecular cluster, C37H76BFO12 overall.

Computed properties:
Net charge   0
Gap between HOMO and LUMO   9.51 eV
Energy above the lowest of the compared OMol25 structures with the same formula, charge and spin   2.0 kcal per mole
Max |F|   0.0140 hartree/bohr
LUMO   0.3 eV
SMILES string   CC(C)=O.CC(C)=O.CC(C)=O.CC(C)=O.CC(C)=O.CC(C)=O.CC(C)=O.CC(C)=O.CC(C)=O.CC(C)=O.CC(C)=O.COCCCBF
E_HOMO   -9.2257 eV

Element x y z (Å)
C (6.975, -1.797, 1.938)
O (6.580, -2.442, 0.749)
C (5.165, -2.588, 0.607)
C (4.517, -1.282, 0.170)
C (3.046, -1.138, 0.607)
B (2.849, -1.199, 2.151)
F (2.279, -2.296, 2.688)
H (6.129, -1.371, 2.480)
H (7.645, -0.969, 1.700)
H (7.523, -2.485, 2.583)
H (4.759, -2.962, 1.554)
H (5.036, -3.364, -0.141)
H (4.544, -1.246, -0.919)
H (5.088, -0.421, 0.512)
H (2.423, -1.873, 0.093)
H (2.700, -0.155, 0.274)
H (3.161, -0.340, 2.915)
C (-0.380, 2.375, 3.811)
C (0.123, 2.057, 2.424)
O (1.295, 1.819, 2.213)
C (-0.894, 2.046, 1.318)
H (0.448, 2.349, 4.517)
H (-0.834, 3.367, 3.823)
H (-1.134, 1.644, 4.108)
H (-1.367, 3.025, 1.231)
H (-1.659, 1.298, 1.525)
H (-0.411, 1.806, 0.375)
C (6.000, -6.972, -0.881)
C (5.661, -6.005, -1.987)
O (5.137, -4.939, -1.752)
C (6.001, -6.423, -3.394)
H (5.708, -6.543, 0.075)
H (5.464, -7.910, -1.036)
H (7.073, -7.168, -0.870)
H (5.465, -7.339, -3.648)
H (7.075, -6.597, -3.482)
H (5.710, -5.634, -4.084)
C (0.164, 6.346, -1.463)
C (0.119, 4.915, -0.994)
O (-0.848, 4.213, -1.203)
C (1.329, 4.397, -0.259)
H (-0.763, 6.591, -1.975)
H (0.287, 7.016, -0.610)
H (1.003, 6.483, -2.149)
H (1.500, 4.985, 0.645)
H (2.206, 4.467, -0.904)
H (1.177, 3.359, 0.019)
C (-5.502, -1.072, 4.450)
C (-4.114, -0.710, 3.982)
O (-3.889, 0.339, 3.420)
C (-3.019, -1.710, 4.231)
H (-6.193, -0.270, 4.200)
H (-5.831, -1.993, 3.965)
H (-5.503, -1.223, 5.530)
H (-3.265, -2.653, 3.736)
H (-2.899, -1.886, 5.301)
H (-2.083, -1.331, 3.830)
C (-6.314, 1.153, -0.589)
C (-6.270, -0.291, -0.145)
O (-7.209, -1.034, -0.321)
C (-5.002, -0.746, 0.527)
H (-7.274, 1.363, -1.055)
H (-6.178, 1.809, 0.273)
H (-5.514, 1.348, -1.305)
H (-4.829, -0.163, 1.431)
H (-4.152, -0.625, -0.147)
H (-5.094, -1.797, 0.795)
C (1.030, 3.387, -6.628)
C (1.001, 3.852, -5.192)
O (2.014, 4.186, -4.617)
C (-0.342, 3.891, -4.517)
H (2.051, 3.408, -7.001)
H (0.642, 2.369, -6.698)
H (0.406, 4.040, -7.241)
H (-0.783, 2.892, -4.498)
H (-1.009, 4.571, -5.051)
H (-0.219, 4.240, -3.498)
C (-0.472, -3.383, 1.402)
C (-0.934, -2.427, 0.329)
O (-1.620, -1.466, 0.588)
C (-0.491, -2.724, -1.083)
H (-0.853, -3.059, 2.368)
H (-0.840, -4.388, 1.189)
H (0.618, -3.409, 1.440)
H (-0.859, -3.704, -1.392)
H (0.599, -2.725, -1.140)
H (-0.884, -1.965, -1.756)
C (-2.294, 8.457, -6.633)
C (-2.344, 7.288, -5.680)
O (-2.228, 6.148, -6.071)
C (-2.549, 7.604, -4.220)
H (-2.145, 8.096, -7.647)
H (-3.229, 9.019, -6.584)
H (-1.473, 9.123, -6.363)
H (-3.492, 8.133, -4.078)
H (-1.738, 8.237, -3.857)
H (-2.571, 6.681, -3.644)
C (2.260, -8.186, -0.946)
C (2.662, -8.583, -2.346)
O (3.798, -8.897, -2.617)
C (1.578, -8.564, -3.395)
H (3.123, -8.239, -0.286)
H (1.871, -7.167, -0.945)
H (1.484, -8.858, -0.576)
H (1.161, -7.560, -3.483)
H (0.777, -9.251, -3.116)
H (1.992, -8.867, -4.353)
C (0.629, -3.662, 7.559)
C (0.294, -2.543, 6.600)
O (-0.806, -2.041, 6.578)
C (1.392, -2.094, 5.671)
H (-0.241, -3.895, 8.168)
H (0.929, -4.552, 7.004)
H (1.453, -3.363, 8.209)
H (1.712, -2.925, 5.046)
H (2.246, -1.740, 6.252)
H (1.033, -1.288, 5.036)
C (-5.813, 5.843, 0.711)
C (-4.372, 6.118, 0.351)
O (-4.046, 7.135, -0.218)
C (-3.363, 5.064, 0.731)
H (-6.436, 6.672, 0.384)
H (-6.151, 4.926, 0.226)
H (-5.912, 5.722, 1.791)
H (-3.604, 4.120, 0.240)
H (-3.366, 4.915, 1.813)
H (-2.376, 5.381, 0.411)